Record 1
Computed, not measured: a structure of composition C27H16I2N5O3SbSe4Sn, with ωB97M-V/def2-TZVPD.

Results
**LUMO energy**: 3.242 eV
**2S+1**: 1
**Electronic energy**: -12193.9716 hartree
**Energy above the lowest of the compared OMol25 structures with the same formula, charge and spin**: 0.00 kcal/mol
**Kohn-Sham gap**: 5.58 eV
**Total charge**: -2

Cartesian coordinates (Å):
1 Sn 0.07 0.27 -0.01
2 O -3.68 -1.48 1.24
3 C -2.50 -1.17 1.12
4 N -2.00 -0.24 0.30
5 C -2.73 0.20 -0.81
6 C -3.99 0.79 -0.76
7 C -4.58 1.24 -1.93
8 C -3.91 1.11 -3.14
9 C -2.66 0.53 -3.21
10 C -2.05 0.06 -2.04
11 N -0.75 -0.45 -1.93
12 C -0.16 -1.05 -2.97
13 O -0.66 -1.36 -4.05
14 C 1.28 -1.44 -2.73
15 C 1.97 -2.14 -3.72
16 C 3.29 -2.50 -3.47
17 C 3.85 -2.15 -2.25
18 C 3.08 -1.47 -1.32
19 N 1.82 -1.12 -1.57
20 C -1.44 -1.93 1.87
21 C -1.77 -2.77 2.92
22 C -0.77 -3.52 3.51
23 C 0.52 -3.41 3.03
24 C 0.77 -2.54 1.98
25 N -0.19 -1.81 1.41
26 H -4.49 0.88 0.20
27 H -5.56 1.70 -1.89
28 H -4.38 1.48 -4.05
29 H -2.15 0.42 -4.15
30 H 1.46 -2.38 -4.64
31 H 3.86 -3.04 -4.21
32 H 4.88 -2.41 -2.01
33 H 3.46 -1.19 -0.34
34 H -2.80 -2.81 3.24
35 H -0.98 -4.16 4.35
36 H 1.36 -3.93 3.48
37 H 1.78 -2.38 1.63
38 I -1.15 4.06 -3.45
39 C -1.60 4.01 -1.42
40 C -2.43 5.01 -0.87
41 C -2.72 5.04 0.46
42 I -3.96 6.56 1.18
43 C -2.20 4.05 1.34
44 C -2.35 4.01 2.74
45 C -1.75 3.02 3.47
46 C -1.01 2.02 2.80
47 N -0.88 2.03 1.50
48 C -1.41 3.03 0.77
49 C -1.07 3.00 -0.63
50 O -0.29 2.07 -1.08
51 H -2.84 5.76 -1.54
52 H -2.94 4.78 3.24
53 H -1.82 2.98 4.54
54 H -0.52 1.23 3.35
55 Se 0.67 -0.31 5.23
56 Sb 2.76 -0.15 4.04
57 Se 4.07 1.83 4.27
58 Se 3.97 -2.18 3.61
59 Se 2.18 0.67 1.28


Record 2
Computed, not measured: a structure of composition C27H17BBrCl5N3NiO4, with ωB97M-V/def2-TZVPD.

Results
**LUMO energy (spin up / spin down)**: 1.170 / 1.170 eV
**2S+1**: 1
**Electronic energy**: -7912.6239 hartree
**Energy above the lowest of the compared OMol25 structures with the same formula, charge and spin**: 5.64 kcal/mol
**Kohn-Sham gap (spin up / spin down)**: 7.48 / 7.46 eV
**Total charge**: -1

Cartesian coordinates (Å):
1 Ni -0.91 0.16 0.28
2 Cl -0.43 2.91 2.29
3 C -1.72 2.91 1.12
4 C -1.90 1.81 0.31
5 C -2.96 1.89 -0.60
6 Cl -3.27 0.52 -1.63
7 C -3.78 3.00 -0.70
8 Cl -5.07 3.05 -1.85
9 C -3.56 4.10 0.13
10 Cl -4.57 5.49 0.02
11 C -2.53 4.05 1.06
12 Cl -2.25 5.40 2.10
13 O 7.38 -0.60 2.16
14 C 6.56 0.20 1.43
15 O 7.04 1.00 0.68
16 C 5.08 0.03 1.63
17 C 4.52 -0.91 2.49
18 C 3.15 -1.01 2.62
19 C 2.32 -0.17 1.88
20 C 2.87 0.76 1.00
21 C 4.25 0.87 0.89
22 N 0.92 -0.29 1.92
23 C 0.32 -0.57 2.99
24 C -1.14 -0.75 2.99
25 C -1.78 -1.29 4.10
26 C -3.14 -1.56 4.03
27 C -3.81 -1.28 2.86
28 C -3.12 -0.73 1.80
29 N -1.82 -0.45 1.87
30 H 6.86 -1.21 2.69
31 H 5.12 -1.62 3.04
32 H 2.72 -1.79 3.24
33 H 2.21 1.37 0.40
34 H 4.69 1.57 0.20
35 H 0.83 -0.70 3.95
36 H -1.20 -1.53 4.98
37 H -3.65 -2.00 4.88
38 H -4.87 -1.49 2.75
39 H -3.60 -0.49 0.86
40 Br 5.86 -3.48 0.13
41 C 3.97 -3.25 0.21
42 C 3.35 -2.37 -0.65
43 C 1.97 -2.20 -0.56
44 C 1.23 -2.91 0.37
45 C 1.88 -3.80 1.22
46 C 3.25 -3.98 1.14
47 C -0.28 -2.76 0.46
48 O -0.89 -3.64 1.08
49 O -0.84 -1.78 -0.14
50 H 3.92 -1.80 -1.38
51 H 1.47 -1.52 -1.23
52 H 1.28 -4.37 1.92
53 H 3.76 -4.68 1.80
54 B 1.90 1.39 -3.12
55 C 0.81 1.03 -2.04
56 N 0.06 0.77 -1.20
57 H 1.36 1.52 -4.19
58 H 2.70 0.47 -3.12
59 H 2.43 2.43 -2.74


Record 3
Computed, not measured: a cluster of 2 separate species, C27H17N4O8 in total, with ωB97M-V/def2-TZVPD.

Results
**LUMO energy**: 0.037 eV
**2S+1**: 1
**Electronic energy**: -1859.7397 hartree
**Energy above the lowest of the compared OMol25 structures with the same formula, charge and spin**: 6.07 kcal/mol
**Kohn-Sham gap**: 4.08 eV
**Total charge**: -1

Cartesian coordinates (Å):
1 C -3.39 2.67 2.93
2 C -2.41 3.00 3.85
3 C -1.29 2.21 3.96
4 C -1.15 1.04 3.19
5 C 0.05 0.20 3.33
6 C 1.34 0.85 3.09
7 C 2.64 0.14 3.22
8 C 3.00 -0.86 2.32
9 C 4.17 -1.56 2.48
10 C 5.02 -1.25 3.53
11 C 4.71 -0.22 4.39
12 C 3.53 0.48 4.24
13 O 1.35 2.02 2.74
14 C -0.04 -1.22 3.65
15 C -1.36 -1.90 3.83
16 C -2.46 -1.30 4.43
17 C -3.64 -1.99 4.57
18 C -3.76 -3.30 4.12
19 C -2.66 -3.91 3.55
20 C -1.47 -3.22 3.40
21 O 0.96 -1.91 3.77
22 C -2.14 0.76 2.23
23 C -3.24 1.57 2.10
24 H -4.26 3.29 2.84
25 H -2.51 3.87 4.47
26 H -0.51 2.45 4.67
27 H 2.31 -1.11 1.53
28 H 4.42 -2.35 1.80
29 H 5.94 -1.80 3.65
30 H 5.40 0.05 5.18
31 H 3.28 1.28 4.92
32 H -2.37 -0.30 4.81
33 H -4.50 -1.51 5.01
34 H -4.70 -3.81 4.19
35 H -2.73 -4.93 3.21
36 H -0.61 -3.70 2.98
37 H -1.98 -0.08 1.57
38 H -3.96 1.36 1.33
39 O 5.44 1.55 -1.73
40 N 4.47 0.78 -1.68
41 O 4.58 -0.43 -1.92
42 C 3.16 1.30 -1.32
43 C 2.05 0.50 -1.45
44 C 0.80 0.89 -0.94
45 N -0.28 -0.08 -0.93
46 O 0.00 -1.28 -1.05
47 O -1.44 0.34 -0.79
48 C 0.61 2.14 -0.39
49 C 1.71 2.98 -0.32
50 N 1.95 4.28 0.11
51 O 1.05 5.02 0.56
52 O 3.23 4.64 -0.02
53 N 3.85 3.59 -0.53
54 C 2.98 2.58 -0.73
55 H 2.14 -0.46 -1.95
56 H -0.34 2.45 0.01


Record 4
Computed, not measured: a structure of composition C27H18BBrCl2CrN6O4, with ωB97M-V/def2-TZVPD.

Results
**LUMO energy (spin up / spin down)**: 3.667 / 3.667 eV
**2S+1**: 5
**Electronic energy**: -6233.1282 hartree
**Energy above the lowest of the compared OMol25 structures with the same formula, charge and spin**: 0.00 kcal/mol
**Kohn-Sham gap (spin up / spin down)**: 4.59 / 5.94 eV
**Total charge**: -2

Cartesian coordinates (Å):
1 Cr 0.20 0.27 -0.32
2 Cl 2.84 4.72 -4.81
3 C 2.70 3.48 -3.58
4 C 1.45 2.89 -3.38
5 C 1.30 1.92 -2.41
6 N 0.15 1.19 -2.12
7 C -0.69 0.78 -3.07
8 O -0.93 1.26 -4.18
9 C -1.30 -0.57 -2.71
10 C -2.32 -1.12 -3.47
11 C -2.75 -2.40 -3.16
12 C -2.14 -3.10 -2.13
13 C -1.13 -2.46 -1.41
14 N -0.73 -1.23 -1.70
15 C 2.41 1.49 -1.64
16 C 3.64 2.10 -1.85
17 C 3.77 3.09 -2.81
18 Cl 5.35 3.80 -3.04
19 N 2.14 0.49 -0.74
20 C 3.08 0.29 0.29
21 O 4.04 -0.47 0.17
22 C 2.86 1.07 1.51
23 C 3.80 0.98 2.54
24 C 3.78 1.80 3.63
25 C 2.76 2.80 3.67
26 C 1.82 2.85 2.70
27 N 1.80 1.97 1.65
28 H 0.60 3.19 -3.98
29 H -2.73 -0.54 -4.28
30 H -3.55 -2.86 -3.73
31 H -2.44 -4.10 -1.85
32 H -0.64 -2.95 -0.58
33 H 4.51 1.78 -1.28
34 H 4.57 0.22 2.41
35 H 4.51 1.71 4.42
36 H 2.70 3.52 4.48
37 H 1.00 3.56 2.68
38 B -4.49 0.88 0.63
39 C -2.94 0.68 0.33
40 N -1.82 0.53 0.11
41 H -4.83 -0.01 1.39
42 H -5.09 0.79 -0.43
43 H -4.64 1.97 1.14
44 Br -1.90 -6.61 1.59
45 C -1.99 -4.73 1.89
46 C -3.23 -4.13 2.00
47 C -3.28 -2.75 2.21
48 C -2.11 -2.01 2.27
49 C -0.87 -2.63 2.13
50 C -0.81 -4.01 1.97
51 C 0.42 -1.83 2.14
52 O 1.24 -2.10 3.01
53 O 0.57 -0.95 1.23
54 H -4.13 -4.72 1.93
55 H -4.23 -2.25 2.31
56 H -2.16 -0.94 2.41
57 H 0.15 -4.50 1.89
58 N -0.05 3.04 0.85
59 C 0.62 1.95 0.82
60 H -0.88 2.90 0.28


energy above the lowest of the compared OMol25 structures with the same formula, charge and spin of number 4 (C27H18BBrCl2CrN6O4)? 0.00 kcal/mol


What is the electronic energy in the first record? -12193.9716 hartree